[1]
A molecular structure, C18H16N3PtS, computed with ωB97M-V/def2-TZVPD.

Cartesian coordinates (Å):
H (0.365, -1.183, 3.666)
C (-3.343, 2.270, -2.846)
H (-3.361, 2.979, -3.665)
C (2.346, 2.553, -1.105)
H (2.460, -2.927, 2.421)
C (-0.005, 1.773, -0.998)
C (-4.476, 0.675, -1.425)
N (-0.960, 1.023, -0.428)
C (2.792, 1.302, 1.343)
H (4.388, 3.167, -1.008)
H (-5.415, 1.747, -3.025)
C (-2.147, 1.128, -1.038)
C (1.528, 1.239, 0.798)
Pt (-0.142, 0.298, 1.448)
H (3.084, -2.395, 0.845)
C (0.076, -0.188, 3.307)
C (-3.330, 0.451, -0.692)
C (-0.427, -4.282, -0.031)
N (-0.065, -2.174, 0.580)
H (3.005, 0.835, 2.299)
C (-4.498, 1.580, -2.480)
N (0.827, -4.172, 0.513)
H (-5.379, 0.129, -1.178)
C (3.826, 1.989, 0.697)
C (2.229, -2.354, 1.520)
C (1.291, 1.869, -0.466)
C (3.589, 2.616, -0.520)
H (-1.921, -2.694, -0.304)
H (-3.315, -0.221, 0.158)
C (1.002, -2.871, 0.871)
H (2.026, -1.314, 1.787)
C (-2.187, 2.021, -2.145)
H (4.801, 2.053, 1.161)
H (1.492, -4.920, 0.619)
H (2.165, 3.025, -2.064)
C (-0.958, -3.029, 0.021)
H (-0.816, -5.216, -0.379)
S (-0.591, 2.702, -2.402)
H (0.044, 0.516, 4.145)

Properties
Max |F| = 3.2 eV/Å
Frontier orbital gap (alpha / beta) = 4.344 / 4.341 eV
Net charge = -1

Partial charges, Mulliken, in e:
1 H 0.21
2 C -0.57
3 H 0.37
4 C -0.73
5 H 0.30
6 C 0.70
7 C -0.66
8 N -0.13
9 C -0.19
10 H 0.34
11 H 0.36
12 C -0.62
13 C -0.71
14 Pt 0.09
15 H 0.32
16 C -0.72
17 C -0.19
18 C -0.60
19 N 0.13
20 H 0.43
21 C -0.36
22 N -0.08
23 H 0.35
24 C -0.55
25 C -0.50
26 C 0.71
27 C -0.65
28 H 0.40
29 H 0.47
30 C 0.09
31 H -0.38
32 C 0.71
33 H 0.37
34 H 0.18
35 H 0.29
36 C -0.50
37 H 0.40
38 S -0.39
39 H 0.30

---

[2]
A molecular structure, C18H16N5O8PtSe2, computed with ωB97M-V/def2-TZVPD.

Cartesian coordinates (Å):
C (-5.434, -0.111, -1.658)
C (2.193, -0.131, 4.141)
O (-0.426, 0.907, -1.657)
C (-4.630, 1.158, -1.920)
C (2.618, 0.107, -0.654)
H (-4.215, 1.191, 1.023)
N (1.937, -0.148, 0.466)
C (-5.316, -0.325, -0.132)
C (1.685, -0.324, 2.845)
H (-5.212, 2.051, -1.695)
H (-2.969, 1.995, -0.721)
O (5.474, 0.552, 5.537)
Pt (-0.021, -0.542, 0.384)
C (3.610, 0.202, 4.266)
O (3.583, 0.129, 6.567)
H (5.614, 0.871, 0.718)
H (4.493, 0.687, -1.494)
C (4.571, 0.577, 0.643)
N (4.247, 0.299, 5.508)
N (-3.512, 1.067, -0.957)
O (0.744, 3.260, -0.770)
H (-5.254, -1.375, 0.134)
H (-6.467, 0.000, -1.981)
H (-1.443, -1.190, 3.330)
Se (1.144, -5.212, -0.462)
N (0.364, -2.388, -0.229)
H (1.569, -0.074, 6.189)
N (0.417, -0.727, 2.602)
H (-4.238, 1.246, -2.927)
O (-3.163, -0.905, 2.023)
C (3.848, 0.316, 1.840)
H (-0.777, -0.708, 5.703)
C (-0.049, -0.620, 4.904)
C (3.960, 0.473, -0.575)
H (5.428, 0.672, 3.255)
C (2.504, -0.055, 1.683)
Se (-0.476, 2.208, -0.621)
C (4.389, 0.416, 3.123)
H (2.076, 0.035, -1.584)
C (-4.023, 0.418, 0.290)
O (-0.428, 1.393, 0.893)
O (-1.976, 2.919, -0.717)
H (-2.760, 0.463, -1.300)
C (1.250, -0.261, 5.181)
C (-0.444, -0.874, 3.596)
H (-6.178, 0.091, 0.384)
C (0.675, -3.501, -0.301)
H (-5.000, -0.951, -2.203)
C (-2.978, -0.498, 0.897)
O (-2.007, -0.790, 0.063)

Properties
Max |F| = 1.4 eV/Å
Spin multiplicity = 3
Frontier orbital gap (alpha / beta) = 5.142 / 6.949 eV
Net charge = -1
⟨S²⟩ = 2.038

Partial charges, Mulliken, in e:
1 C -0.59
2 C 0.56
3 O -0.70
4 C -0.74
5 C -0.34
6 H 0.35
7 N -0.35
8 C -0.81
9 C 0.65
10 H 0.36
11 H 0.45
12 O -0.75
13 Pt 1.38
14 C -0.83
15 O -0.75
16 H 0.44
17 H 0.38
18 C -0.78
19 N 0.97
20 N 0.01
21 O -0.67
22 H 0.36
23 H 0.37
24 H 0.73
25 Se -0.25
26 N -0.28
27 H 0.57
28 N -0.11
29 H 0.40
30 O -0.71
31 C 0.97
32 H 0.40
33 C -0.88
34 C -0.80
35 H 0.52
36 C 0.19
37 Se 1.11
38 C -0.87
39 H 0.52
40 C 0.28
41 O -0.75
42 O -0.81
43 H 0.30
44 C -0.41
45 C -0.55
46 H 0.34
47 C 0.27
48 H 0.30
49 C 0.29
50 O -0.75

---

[3]
A molecular structure, C18H17AsF6N4O6V, computed with ωB97M-V/def2-TZVPD.

Cartesian coordinates (Å):
C (3.933, 0.912, -1.728)
H (-3.550, 0.199, 6.039)
F (-2.817, 3.308, -1.254)
C (0.878, 4.519, 0.076)
O (1.765, 0.571, -0.798)
H (-0.060, 2.036, 4.418)
H (0.342, -2.955, -5.278)
F (-1.709, -0.160, -0.818)
H (-2.142, -1.034, 2.199)
H (0.063, 4.708, 0.769)
C (-2.830, 0.287, 5.236)
N (0.812, 1.807, 2.173)
F (-2.544, 1.257, -2.680)
V (0.184, -0.025, -1.007)
C (-2.047, -0.429, 3.090)
C (-1.799, 1.216, 5.343)
H (3.592, 0.524, -2.689)
H (4.685, 1.679, -1.894)
H (-1.717, 1.835, 6.224)
C (-0.128, 0.639, 2.079)
F (-3.986, 1.033, -0.690)
C (0.388, -2.236, -2.699)
F (-2.088, 1.835, 0.614)
C (2.791, 1.459, -0.963)
H (0.524, 4.581, -0.954)
N (0.319, -4.129, -1.658)
C (1.501, 3.178, 0.289)
N (0.408, -1.989, -1.332)
H (0.432, -2.514, 1.295)
C (-0.999, 0.510, 3.189)
C (0.325, -3.568, -2.913)
C (0.366, -3.445, 0.740)
H (1.217, -4.074, 1.004)
C (2.644, 2.704, -0.487)
O (0.340, -1.082, -4.769)
O (0.001, -0.109, 1.116)
N (1.008, 2.388, 1.153)
C (-0.878, 1.336, 4.324)
C (0.237, -4.480, -4.100)
F (-0.657, 1.878, -1.274)
H (-0.545, -3.969, 1.029)
H (3.386, 3.454, -0.729)
H (0.280, -5.135, -1.523)
H (4.384, 0.090, -1.168)
O (0.133, 0.054, -2.836)
As (-2.484, 1.682, -1.055)
O (0.275, -3.931, -5.298)
C (0.360, -3.178, -0.718)
C (0.294, -1.069, -3.576)
O (0.176, -5.656, -3.888)
H (-3.772, -1.243, 4.051)
C (-2.957, -0.535, 4.114)
H (1.664, 5.266, 0.211)

Properties
Max |F| = 1.0 eV/Å
Spin multiplicity = 2
Frontier orbital gap (alpha / beta) = 7.020 / 7.432 eV
Net charge = +2
⟨S²⟩ = 0.761

Partial charges, Mulliken, in e:
1 C -1.30
2 H 0.43
3 F -0.37
4 C -1.28
5 O -0.34
6 H 0.51
7 H 0.38
8 F -0.33
9 H 0.40
10 H 0.39
11 C -0.33
12 N -0.65
13 F -0.43
14 V 0.77
15 C -0.35
16 C -0.83
17 H 0.33
18 H 0.44
19 H 0.45
20 C 0.47
21 F -0.38
22 C -0.22
23 F -0.42
24 C 0.65
25 H 0.34
26 N 0.02
27 C 0.77
28 N 0.51
29 H 0.06
30 C 0.57
31 C 0.04
32 C -1.14
33 H 0.42
34 C -0.92
35 O -0.65
36 O -0.24
37 N 0.71
38 C -0.17
39 C 0.57
40 F -0.56
41 H 0.37
42 H 0.46
43 H 0.29
44 H 0.34
45 O -0.26
46 As 2.02
47 O -0.46
48 C 0.41
49 C 1.03
50 O -0.53
51 H 0.45
52 C -0.86
53 H 0.44